(1)
# C20H41FN3O7S2

C20H41FN3O7S2 as an isolated structure at a distorted geometry (wB97M-V/def2-TZVPD, the Open Molecules 2025 dataset).

Properties
- LUMO level (alpha / beta): 2.15 / 1.72 eV
- Total charge: -1
- HOMO energy (alpha / beta): -6.22 / -6.48 eV
- Multiplicity: 3
- Kohn-Sham gap (alpha / beta): 8.371 / 8.201 eV

CARTESIAN COORDINATES (ANGSTROEM)
H  7.909  -1.084  1.735
C  -5.066  2.619  -2.303
H  -4.329  3.052  -0.328
C  5.609  -0.668  3.293
H  -3.430  0.763  0.095
H  6.361  -1.891  -0.774
C  0.244  -0.196  3.442
C  -4.703  2.189  -0.886
C  4.727  0.425  -0.321
H  5.727  1.107  -2.131
H  1.773  -2.438  3.044
H  -1.828  -0.356  -2.256
O  -2.668  -2.108  2.266
N  -4.499  0.323  -3.152
H  -4.847  2.415  -5.040
O  -3.486  0.677  -3.902
C  4.382  -0.989  -0.808
H  4.347  -1.004  -1.900
C  7.277  -0.203  1.605
H  0.269  -3.410  3.100
C  -6.882  0.959  -2.716
H  7.540  0.237  0.649
H  7.575  0.528  2.360
O  -1.157  2.017  3.119
F  -4.702  -0.545  2.429
H  -5.872  3.359  -2.267
H  -2.820  -1.781  -2.597
H  -6.531  2.663  -4.634
H  3.379  -1.265  -0.467
C  5.377  -2.032  -0.315
S  -3.409  -1.228  3.191
O  3.765  0.430  1.723
C  5.975  0.912  -1.087
H  -6.014  -0.792  -1.266
H  0.379  -2.127  1.886
C  -2.687  -0.936  -1.918
H  -4.781  -1.098  -0.065
H  6.254  -2.680  1.541
H  6.782  0.181  -1.117
H  -5.584  1.834  -0.342
O  -4.012  -2.019  4.296
S  -1.324  0.554  2.855
N  4.940  0.481  1.154
H  -6.962  0.839  -1.637
H  5.041  -3.027  -0.618
H  -2.437  -1.332  -0.932
H  -4.206  3.127  -2.753
H  -7.159  0.019  -3.196
H  1.079  -0.058  2.739
C  3.618  1.394  -0.757
C  -3.633  1.108  -0.919
H  -7.643  1.697  -2.979
C  -5.725  1.927  -4.617
C  0.677  -2.408  2.908
C  5.490  -1.976  1.203
C  -4.968  -1.050  -1.138
O  -1.557  0.351  1.403
H  2.636  1.097  -0.391
H  4.544  -2.337  1.621
H  -6.013  1.101  -5.271
H  6.359  1.843  -0.664
C  5.785  -0.576  1.768
H  3.550  1.421  -1.846
H  3.827  2.407  -0.410
H  6.359  -1.345  3.708
C  -5.490  1.434  -3.181
H  5.739  0.305  3.768
O  0.068  -1.534  3.856
N  -2.545  0.020  3.877
H  -4.861  -2.062  -1.535
H  4.633  -1.060  3.577
H  -2.702  1.569  -1.267
H  0.515  0.366  4.352
C  -3.966  -0.090  -1.820

These are the Löwdin partial charges, in e, on atoms 1 to 2: 0.09 -0.14

---

(2)
# C5H8N2

A 2-piece molecular cluster, C5H8N2 overall at a distorted geometry (wB97M-V/def2-TZVPD, the Open Molecules 2025 dataset).

Properties
- LUMO level (alpha / beta): 0.45 / 0.45 eV
- HOMO energy (alpha / beta): -7.86 / -7.86 eV
- Energy above the lowest of the compared OMol25 structures with the same formula, charge and spin: 484.40 kJ/mol
- Kohn-Sham gap (alpha / beta): 8.314 / 8.313 eV

CARTESIAN COORDINATES (ANGSTROEM)
H  -0.214  -1.866  0.051
N  -0.520  1.361  0.409
H  2.461  -1.480  -0.265
C  -0.090  -0.846  0.396
C  -2.288  -0.027  -0.451
H  1.128  0.224  -1.421
H  1.292  2.008  1.198
C  1.065  -0.202  0.815
C  2.185  -0.430  -0.090
H  3.096  0.153  0.127
H  -2.512  0.830  -1.088
N  -0.941  0.116  0.038
H  -2.966  -0.052  0.402
C  0.674  1.162  0.910
H  -2.371  -0.950  -1.030

These are the Löwdin partial charges, in e, on atoms 1 to 2: 0.14 0.10

---

(3)
# C3H9N2O2

A 2-piece molecular cluster, C3H9N2O2 overall at a distorted geometry (wB97M-V/def2-TZVPD, the Open Molecules 2025 dataset).

Properties
- LUMO level: -3.11 eV
- Total charge: +1
- HOMO energy: -13.48 eV
- Energy above the lowest of the compared OMol25 structures with the same formula, charge and spin: 189.73 kJ/mol
- Kohn-Sham gap: 10.373 eV

CARTESIAN COORDINATES (ANGSTROEM)
H  0.953  0.070  -3.216
H  0.191  2.382  3.199
C  -0.625  -0.911  -2.387
H  1.772  1.314  3.268
N  -0.960  -2.141  -2.173
O  0.529  -0.716  -2.823
H  -1.926  -2.446  -2.111
H  -1.510  -0.189  -2.508
H  1.008  2.087  0.976
O  -0.077  0.206  -0.459
C  0.688  1.403  2.980
H  -0.473  -0.364  1.462
C  -0.050  0.325  0.765
H  -0.320  -2.887  -1.960
H  0.320  0.555  3.471
N  0.480  1.313  1.516

These are the Löwdin partial charges, in e, on atoms 1 to 2: 0.19 0.11

---

(4)
# C4H5NO2S

C4H5NO2S as an isolated structure at a distorted geometry (wB97M-V/def2-TZVPD, the Open Molecules 2025 dataset).

Properties
- LUMO level (alpha / beta): -0.76 / -0.76 eV
- HOMO energy (alpha / beta): -8.79 / -8.78 eV
- Energy above the lowest of the compared OMol25 structures with the same formula, charge and spin: 479.06 kJ/mol
- Kohn-Sham gap (alpha / beta): 8.027 / 8.025 eV

CARTESIAN COORDINATES (ANGSTROEM)
S  1.939  0.208  0.615
C  0.258  -0.346  0.342
H  -1.234  1.078  1.094
C  -1.900  -0.780  0.304
C  -0.949  0.130  0.691
H  2.387  2.366  -0.430
O  2.723  -0.683  -0.231
H  -2.878  -0.303  0.206
H  -1.383  -2.760  -0.735
H  0.824  2.156  -1.055
C  -1.226  -1.814  -0.360
N  1.391  2.291  -0.195
O  0.048  -1.544  -0.246

These are the Löwdin partial charges, in e, on atoms 1 to 2: 1.03 -0.47

---

(5)
# C16H32MoN4O

C16H32MoN4O as an isolated structure at a distorted geometry (wB97M-V/def2-TZVPD, the Open Molecules 2025 dataset).

Properties
- LUMO level: -6.69 eV
- Total charge: +2
- HOMO energy: -14.76 eV
- Energy above the lowest of the compared OMol25 structures with the same formula, charge and spin: 342.19 kJ/mol
- Kohn-Sham gap: 8.068 eV

CARTESIAN COORDINATES (ANGSTROEM)
C  1.505  2.567  -0.785
H  3.568  4.419  -1.016
H  2.577  2.417  1.055
H  1.904  -1.952  -0.589
Mo  0.000  0.000  0.000
O  -0.511  0.396  -1.584
C  0.210  -0.679  2.827
H  0.130  2.794  -2.398
C  1.696  -0.553  2.487
C  3.227  3.966  -1.947
H  -0.170  0.327  3.055
C  0.495  2.663  1.406
H  -2.299  0.200  -0.664
N  0.833  -1.840  -0.657
H  -2.681  3.722  1.264
H  -2.664  0.658  1.444
H  0.582  -1.847  -1.643
C  -0.876  2.878  -0.524
N  -0.570  -1.227  1.684
H  4.063  3.980  -2.646
H  -1.850  3.011  -0.967
C  -2.724  -0.391  1.132
H  2.639  -0.180  0.678
H  -3.780  -0.661  1.043
H  2.438  4.599  -2.354
H  0.090  -1.287  3.734
C  0.122  -2.932  -0.018
N  1.743  -0.031  1.139
H  -0.841  -3.079  -0.517
C  0.239  2.742  -1.327
H  4.207  1.956  -0.214
C  3.871  1.650  -1.204
H  -2.335  -1.399  -0.633
H  0.823  -2.861  1.980
H  1.754  0.963  1.262
H  2.224  -1.509  2.542
C  1.609  2.530  0.599
H  -1.698  3.452  2.696
N  -2.021  -0.552  -0.128
C  -0.764  2.858  0.858
H  2.382  2.135  -2.666
H  3.564  0.606  -1.143
C  -1.968  3.037  1.724
H  0.598  2.623  2.477
H  -2.481  2.090  1.898
H  4.746  1.711  -1.863
H  -0.805  -3.385  1.869
C  -1.991  -1.263  2.112
H  -2.432  -2.267  2.066
C  -0.114  -2.637  1.460
H  0.682  -3.866  -0.139
C  2.726  2.546  -1.699
H  2.196  0.124  3.189
H  -2.159  -0.904  3.136

These are the Löwdin partial charges, in e, on atoms 1 to 2: -0.21 0.09

---

(6)
# C11H27BN2OP

A 2-piece molecular cluster, C11H27BN2OP overall (wB97M-V/def2-TZVPD, the Open Molecules 2025 dataset).

Properties
- LUMO level: 2.73 eV
- Total charge: -1
- HOMO energy: -3.05 eV
- Kohn-Sham gap: 5.780 eV

CARTESIAN COORDINATES (ANGSTROEM)
H  -4.449  -0.956  -0.909
H  -2.921  -1.801  -1.201
H  -3.464  -1.525  0.449
H  2.373  0.282  -0.702
H  1.858  3.085  -1.966
C  2.952  -3.960  -1.435
H  -2.109  2.690  0.487
H  1.595  3.674  0.766
C  -1.132  0.043  -0.304
H  -1.321  -0.389  3.155
H  -2.870  0.810  -1.414
H  1.253  -1.045  -1.020
H  1.451  2.098  0.026
C  -0.599  1.854  1.774
H  -0.585  0.685  -1.006
C  -3.424  -1.081  -0.547
H  0.694  -2.379  2.759
H  1.956  -2.828  1.600
H  -1.216  1.874  2.683
H  -3.049  0.809  0.337
H  2.754  -2.645  -3.044
O  2.011  3.670  -1.220
B  -0.613  0.278  1.236
C  2.003  -0.672  -0.314
H  -0.380  4.438  -0.577
H  1.368  -3.710  -2.768
H  0.404  2.139  2.116
C  -1.130  2.988  0.871
N  3.271  -4.168  -0.353
H  -0.563  2.820  -1.221
H  2.846  -1.365  -0.286
H  0.273  -2.665  1.071
H  2.855  -4.365  -3.495
P  1.345  -0.435  1.420
H  -1.311  3.893  1.465
C  -2.648  0.237  -0.505
N  -1.557  -0.514  2.174
H  -0.881  -0.982  -0.621
C  1.043  -2.245  1.733
C  2.455  -3.656  -2.772
C  -0.250  3.379  -0.333
H  -1.520  -1.518  2.017
C  1.235  3.157  -0.125

These are the Löwdin partial charges, in e, on atoms 1 to 2: 0.05 0.06